# 1
ClFe as an isolated structure in a non-equilibrium geometry. Source: OMol25; level of theory: ωB97M-V/def2-TZVPD.

Last column: Löwdin spin population.
Positions of all 2 atoms, in Å:
Fe: -1.0163 0.2339 -0.5386  5.151
Cl: 1.0163 -0.2339 0.5386  0.849

Calculated values
Maximum force, eV/Å: 2.72
⟨S²⟩: 12.02
HOMO (spin up / spin down), eV: -14.92 / -17.67
Charge: +1
HOMO-LUMO gap (spin up / spin down), eV: 9.58 / 7.19
Lowest unoccupied orbital energy (spin up / spin down), eV: -5.338 / -10.473
Spin multiplicity: 7

***

# 2
A 6-piece molecular cluster, ClH10O5 overall. Source: OMol25; level of theory: ωB97M-V/def2-TZVPD.

Last column: Löwdin spin population.
Positions of all 16 atoms, in Å:
Cl: 11.1541 8.9049 1.9574  0.889
O: 11.0400 12.1888 1.3135  0.000
O: 8.3779 7.5174 3.4932  0.006
O: 10.2204 7.8107 -0.6944  0.076
O: 8.3222 10.2857 0.5613  0.003
O: 13.8698 8.3119 3.6267  0.013
H: 11.0475 8.0142 -1.1311  0.000
H: 10.9373 11.3020 1.6589  0.000
H: 8.6695 11.0343 0.0763  0.000
H: 9.0171 10.0562 1.1782  -0.001
H: 10.4187 7.8801 0.2394  0.008
H: 7.6957 7.1234 2.9495  0.000
H: 13.1017 8.4938 3.0852  0.003
H: 11.5550 12.0770 0.5145  0.000
H: 9.1987 7.2479 3.0811  0.003
H: 14.1756 9.1745 3.9070  0.000

Calculated values
Maximum force, eV/Å: 0.48
⟨S²⟩: 0.75
Relative energy (zero: lowest compared OMol25 entry of this formula, charge and spin), kcal per mole: 2.4
HOMO (spin up / spin down), eV: -11.41 / -11.38
HOMO-LUMO gap (spin up / spin down), eV: 11.50 / 5.48
Lowest unoccupied orbital energy (spin up / spin down), eV: 0.087 / -5.902
Spin multiplicity: 2